# 1
Here is a structure of composition C48H56ClN8O3S2Te2Ti from OMol25. Energies are from ωB97M-V with the def2-TZVPD basis set.

```
121
C48H56ClN8O3S2Te2Ti ωB97M-V with the def2-TZVPD basis set
H -3.9706 -4.7128 2.4109
C 1.2429 3.9344 1.2164
H 0.6219 -3.8157 -0.5962
C 4.1777 -3.5435 4.4720
H 7.2065 6.9099 2.0415
C -3.5617 -2.5099 -3.9318
C -1.4468 -1.1492 3.8453
C 0.8884 3.4715 -3.6155
C 5.8811 -2.4077 3.2186
H 4.3718 2.6683 4.0621
H -6.4374 -2.4391 -5.8790
H 6.9097 -2.0811 3.1114
H -1.5233 -2.1722 4.1847
Cl -6.4058 -3.8971 3.6719
H 0.2009 4.9275 3.5045
H -3.7032 -4.9361 -5.5744
C 5.8831 4.6555 2.2019
H 6.1048 3.0164 4.0974
N 0.3338 -2.0572 -1.7793
H -2.6985 0.6815 -0.3811
H -5.6647 -4.2606 -2.7108
O 2.2118 -2.2947 0.3523
H -3.3098 -4.7449 0.0490
H 2.8194 2.8883 -1.0535
H 6.2152 -3.3486 5.1243
C 4.9570 -2.0996 2.2297
C 5.1138 5.1291 0.0117
N -2.0158 0.1152 -0.8690
C 4.3749 3.9470 0.0041
H 1.0966 5.6192 -3.8060
N 0.2641 0.7400 -1.2922
H -6.4006 -2.7245 -4.1368
H -3.6597 -1.3498 -6.3809
N 0.9825 1.6220 -2.0180
H -4.9920 -4.9250 -4.3663
H 1.9611 3.2755 -3.6427
C -4.6364 -4.4539 -5.2794
C 5.1599 3.4609 2.2188
H 4.2270 3.2603 -2.0267
N -0.7156 0.3936 2.2106
H -1.6032 -0.5593 -0.2053
O -3.2841 -1.1224 -4.1355
C -0.9064 -0.9160 2.5864
C -5.1793 -3.9757 -0.6700
S -1.4518 2.1757 -2.5601
N 2.0341 -0.7563 1.9755
C 2.0239 2.1442 2.8160
C -4.7808 -4.0012 -2.1242
H -5.7394 -1.2178 -4.8039
H 2.2043 -3.5011 3.6046
C -6.4330 -3.4951 -0.2964
C 1.3351 3.3448 2.5988
C 0.7068 3.4178 4.9422
H -5.3699 -4.6498 -6.0650
H 3.0923 4.5602 -1.6096
C 1.3139 2.1861 5.1426
H -2.4494 -4.3607 -3.8863
H 5.9898 7.6532 0.9900
C 5.2901 2.6329 3.4770
H 5.2505 -1.5529 1.3401
C -1.0263 0.8870 -1.4432
H 6.4765 4.9265 3.0728
C 3.2458 -3.2186 3.4970
H 0.4876 3.3570 -4.6266
C -1.9443 1.1740 4.0730
C -1.9323 -0.1079 4.6202
C -4.2342 -2.6336 -2.5556
H -4.0163 -4.7671 -2.2735
O -0.0299 0.6927 1.1216
H -4.5721 -2.5854 -7.2665
C -0.5289 -1.8758 -2.7558
H -5.0402 -1.8965 -2.5161
H 3.8730 -4.1156 5.3425
H -0.5799 -1.0129 -3.3997
C -4.3027 -4.4036 0.3155
H 5.4888 1.5859 3.2490
H 0.2183 3.9286 5.7664
C 3.6233 -2.4861 2.3739
H -1.3185 2.3488 2.3619
H -2.9378 -2.9337 -6.7025
H -2.9893 -0.7473 -3.2924
H -1.7559 -3.1123 -4.9434
Te 3.2806 1.0498 1.3223
H 1.2981 1.7219 6.1244
H 5.0904 5.7744 -0.8653
C -5.8484 -2.2895 -4.9716
H 2.4512 0.6040 4.2373
C 4.3609 3.0853 1.1132
C 0.6288 4.9021 -3.1300
N -0.8869 -3.9314 -2.0588
N -1.2656 -2.9887 -2.9533
C -2.2346 -3.2991 -3.9808
H 1.0419 5.0394 -2.1308
H -2.4162 1.9985 4.5881
C 5.4957 -3.1248 4.3440
H -0.4431 5.1087 -3.0928
H 1.1495 3.1243 0.4895
C -4.6684 -4.3846 1.6558
C 0.7060 3.9778 3.6729
Ti 1.1529 -0.5352 0.2156
C 3.5757 3.6469 -1.2402
H -3.4987 -2.3245 -1.8116
C -6.8100 -3.4564 1.0389
H 0.3739 4.5952 1.1270
C -3.8647 -2.4155 -6.4516
C 6.6567 6.7948 1.1062
C -4.4662 -2.9367 -5.1341
C 2.5648 -1.8445 1.5096
C 1.9687 1.5643 4.0864
S -0.6309 -2.1081 1.3856
H 7.3728 6.8151 0.2808
H 2.1388 4.5088 0.9746
C 0.0598 -3.3248 -1.3744
C -1.3524 1.3928 2.8594
H -2.3647 -0.3058 5.5915
Te 3.7355 -0.0426 -1.2175
C 5.8727 5.5052 1.1076
C -5.9231 -3.9116 1.9980
H -7.1274 -3.1483 -1.0541
H -7.7823 -3.0807 1.3278
C 0.2960 2.4399 -2.7248
```

Results
net charge	-2
2S+1	2
calculated total energy	-5168.50993	a.u.
molar mass	1195.683	g mol⁻¹

=====

# 2
Here is an isolated molecule of C13H23BBrOP from OMol25. Energies are from ωB97M-V with the def2-TZVPD basis set.

```
40
C13H23BBrOP ωB97M-V with the def2-TZVPD basis set
H -3.8023 0.2219 -2.3446
C -2.5889 -0.1499 -0.6200
H 1.4682 -2.2607 -1.9393
C -3.6825 0.0688 1.4915
C -2.5223 -0.2080 0.7715
C 1.6829 2.8070 0.1951
H -1.5698 -1.0357 2.4551
B 2.4093 -0.8361 0.8401
H -0.8092 -2.2581 0.2885
H -3.6579 0.0173 2.5739
H 3.3811 -2.4879 -0.3232
H 0.6869 2.8675 -0.2411
H 3.6419 -2.5653 1.4364
P 0.9580 -0.4406 -0.4085
H 3.1308 2.6754 -1.3800
H 2.0511 3.8285 0.2953
C -4.9146 0.4644 -0.5307
H -5.8322 0.7192 -1.0434
H 1.3911 1.2665 -2.2347
H 1.7257 0.4434 2.1701
C -0.2628 -1.4548 0.7877
H 1.6051 2.4076 1.2062
H 0.1107 0.6792 -0.2120
C -4.8664 0.4044 0.8577
H 4.4640 -1.3567 0.4580
H 0.6722 -0.9232 -2.7736
C -3.7729 0.1846 -1.2620
H 3.4742 1.6129 -0.0461
H -0.2794 -2.0342 -1.7735
H 0.3524 -1.9410 1.5538
H -5.7524 0.6120 1.4431
H -0.7544 0.3734 1.8293
H -1.7176 -0.3748 -1.2185
C 3.5199 -1.8982 0.5818
C 2.6598 1.9931 -0.6684
C -1.2596 -0.5555 1.5232
Br 3.5040 -0.0071 -2.4557
O 2.4452 -0.1815 2.0388
C 0.6738 -1.5203 -1.8627
C 2.0369 0.8426 -1.4588
```

Results
calculated total energy	-3524.59604	a.u.
molar mass	317.016	g mol⁻¹

=====

# 3
Here is a structure of composition C4H5NO from OMol25. Energies are from ωB97M-V with the def2-TZVPD basis set.

```
11
C4H5NO ωB97M-V with the def2-TZVPD basis set
C -0.1332 -0.9755 -0.6647
H 0.7855 1.2622 1.1109
H -0.9578 1.2869 0.6504
C -0.0087 0.7516 0.5579
C 0.3719 0.5225 -0.9263
H 0.6304 -1.2210 1.4000
C -0.1940 -0.7740 0.8448
H -1.1638 -1.0443 1.2588
H 0.3289 1.2784 -1.7016
O 1.2952 -0.4840 -0.9913
N -0.9545 -0.6028 -1.5390
```

Results
calculated total energy	-285.23489	a.u.
molar mass	83.090	g mol⁻¹

=====

# 4
Here is an isolated molecule of C17H24N4O3 from OMol25. Energies are from ωB97M-V with the def2-TZVPD basis set.

```
48
C17H24N4O3 ωB97M-V with the def2-TZVPD basis set
N -3.0599 -4.7339 -0.2136
H -0.3473 -1.0249 0.4149
H -3.1362 -0.2393 0.6706
H -1.6522 -7.0696 0.5504
C -0.9950 -3.8450 -0.4413
C -1.6914 -1.4136 -1.1716
N -1.0894 1.7985 0.4104
H 2.1435 -4.9772 -0.0155
O -0.4901 4.3339 -2.0299
H 5.5923 3.4822 1.2176
H -4.1578 -2.9811 -0.8426
H -0.9616 -1.4228 -1.9849
C -1.2579 -0.5621 0.0175
O -2.3385 3.0983 -1.6741
H 3.1918 4.5114 -0.2160
C -1.0793 -6.1808 0.2967
C -3.1952 -3.4384 -0.6010
H -1.5835 1.4850 1.2768
H 1.8029 1.8730 0.1217
H 2.8614 3.8968 2.2298
N -2.2360 -0.4435 1.0858
C -0.7909 3.2218 0.1316
C 0.3322 -6.2022 0.3289
H 0.7212 3.5445 1.5784
H -1.5450 3.8012 0.6784
H 3.5712 2.3399 1.8418
C -1.6948 -5.0226 -0.0888
H -2.4613 3.4559 -2.5655
H 0.9080 -3.0133 -0.8150
H 0.6803 4.7119 0.2727
C 0.3856 -3.8673 -0.3986
C 3.1653 3.5012 0.0721
H 0.8498 -7.0787 0.6872
C -1.1344 3.5920 -1.2851
C 1.7640 2.9365 -0.2259
O -0.2981 0.9980 -1.5829
H -3.7572 -5.3864 -0.0345
C 3.5903 3.3878 1.5291
H 1.6479 2.8724 -1.3289
N 4.9265 3.8916 1.8032
H 4.9959 4.8905 1.5517
H -2.6182 -0.9575 -1.5498
C 0.6401 3.6545 0.4838
C -1.9665 -2.8325 -0.7773
C -0.8480 0.7904 -0.4599
C 1.0561 -5.0128 0.0105
H 3.8899 2.9593 -0.5402
H -2.3303 -1.3232 1.5814
```

Results
calculated total energy	-1106.98411	a.u.
molar mass	332.404	g mol⁻¹

=====

# 5
Here is a structure of composition CH3O2PS from OMol25. Energies are from ωB97M-V with the def2-TZVPD basis set.

```
8
CH3O2PS ωB97M-V with the def2-TZVPD basis set
C -0.1309 0.5328 -0.3033
P -1.1972 -0.9144 -0.0766
H -1.4532 -0.6924 1.2978
H -0.5184 1.7735 0.4465
O 1.8204 -1.2905 -0.5005
O 2.5067 0.9393 -0.3086
H -2.4753 -0.3433 -0.3762
S 1.4477 -0.0049 -0.1789
```

Results
2S+1	3
calculated total energy	-929.65330	a.u.
molar mass	110.074	g mol⁻¹

=====

# 6
Here is the ion C6H6NO3 with charge -1 from OMol25. Energies are from ωB97M-V with the def2-TZVPD basis set.

```
16
C6H6NO3 ωB97M-V with the def2-TZVPD basis set
O 1.0929 1.4499 0.0305
C 2.3887 0.8286 0.0029
C 1.5489 -1.3703 0.0434
C -0.0731 -0.6323 -0.0611
O 3.3248 1.6042 -0.0389
H -2.0976 -1.0802 -0.8575
H -1.9066 1.0902 0.7972
H -0.8705 2.4574 0.3150
O 1.5923 -2.5858 0.0360
H -1.7798 1.7209 -0.8426
H -1.1699 -2.3866 -0.3520
N 2.4605 -0.4711 0.0849
H -1.7895 -1.4965 0.8655
C -1.3223 -1.4144 -0.0997
C -0.0885 0.6957 -0.0007
C -1.3102 1.5901 0.0771
```

Results
net charge	-1
calculated total energy	-512.74715	a.u.
molar mass	140.118	g mol⁻¹

=====

# 7
Here is an isolated molecule of CH2N4O3 from OMol25. Energies are from ωB97M-V with the def2-TZVPD basis set.

```
10
CH2N4O3 ωB97M-V with the def2-TZVPD basis set
C -0.0979 0.6840 0.1807
O 2.1051 0.9706 0.2859
N -2.1237 0.1978 -0.3955
N 0.8589 1.3881 0.6547
H 1.9616 0.2687 -0.4044
N 0.0328 -0.5129 -0.5908
O -1.3551 -0.6044 -1.1273
H -0.1583 -1.6917 0.9782
O 0.2552 -1.7050 0.1287
N -1.4786 1.0049 0.2896
```

Results
calculated total energy	-483.80705	a.u.
molar mass	118.052	g mol⁻¹

=====

# 8
Here is a structure of composition C34H86FINNbO6P3S2 from OMol25. Energies are from ωB97M-V with the def2-TZVPD basis set.

```
135
C34H86FINNbO6P3S2 ωB97M-V with the def2-TZVPD basis set
H 1.1749 4.9083 0.3790
C -0.3281 -8.8936 -0.9624
C 2.7575 -0.7910 4.4736
H 4.4200 4.7076 4.3268
H 0.2924 3.1126 1.8984
C 6.1261 6.7807 -1.8330
C -1.9037 -7.8458 -2.7119
O -6.8344 0.7538 5.5262
H -3.9760 1.8154 2.3273
H 3.0730 -0.9853 2.3294
H 0.8670 4.0129 3.2998
C 3.5682 -1.2475 3.2660
N -8.4639 -2.8589 2.3105
C 0.2303 0.3555 3.1024
H -4.0595 -1.4189 -1.5418
C 3.5827 3.7218 2.6178
H -7.8415 -2.2485 -1.0697
C 7.1766 6.0265 -1.0152
H -2.7991 -2.4580 -0.9059
H -0.5151 -1.6065 3.5442
H -0.6119 2.1390 3.9958
P -5.9940 0.2953 -0.2400
O -4.4781 0.5495 4.7146
H -8.7036 -3.8273 2.1398
H 4.5578 -0.7871 3.2540
H 5.8570 5.3456 2.3730
H -0.9228 -1.6586 -4.3921
H 6.8594 6.0254 0.0328
C 7.7076 7.5730 -3.6750
H -3.6602 0.8540 -3.8300
H 0.3500 -0.5002 -4.6918
H -3.2723 -0.8624 -3.8264
H -7.4629 0.0546 2.9546
C -1.6165 -8.1182 -1.2338
H 2.6254 2.9832 0.8503
H -2.4608 -8.6743 -0.8140
C -0.3088 -10.2830 -1.5898
H 7.6977 8.5950 -3.2887
O -8.9871 -0.7029 0.9251
H 6.4290 5.8433 -3.7555
H 5.5741 7.3640 -3.8192
H -8.7051 -0.1980 0.1307
C 7.4198 4.5834 -1.4566
S -7.2537 -0.0065 -1.7944
C 0.4263 0.4804 -1.9817
C 3.9668 4.9928 3.3734
C 2.8643 3.9586 1.2877
H 8.1249 6.5708 -1.0409
O -8.2217 -2.7946 -0.3474
H 0.6427 0.2972 -0.9251
H 3.0669 5.5607 3.6260
O -3.4226 1.4182 1.6324
H 2.9559 3.0996 3.2629
H -6.1275 1.1816 2.6738
C -3.8561 -2.4399 -1.2109
C -2.8808 0.1292 -3.5930
H 1.1830 0.8426 2.8632
H 1.4855 -2.5164 4.6458
H 3.7036 -2.3320 3.2760
H 6.0453 7.7990 -1.4384
H -2.7191 0.1726 -2.5147
P -8.0587 -2.0213 1.0606
C 0.5246 4.1138 2.2686
C -0.1177 -0.8062 -2.6025
C -0.8004 -7.0885 -3.4512
H 5.1456 6.3218 -1.6786
H 8.2148 4.1615 -0.8358
C 6.4087 6.8520 -3.3329
H 4.4883 3.1358 2.4255
F -5.2312 -2.7908 2.9612
H -1.4312 -5.0939 -2.8882
S -5.8705 0.1233 4.6433
H -1.1444 -10.8849 -1.2247
C -0.4485 1.0914 4.2521
C 0.4547 -1.1304 3.3704
H -0.4038 4.6864 2.2862
H -1.0959 -6.9872 -4.4990
H -5.9084 -1.2043 4.9150
H 0.8887 -1.1041 5.4834
H 0.1528 1.0716 5.1642
H -0.9721 -1.1608 -2.0179
H 0.8581 -1.5971 2.4667
H -0.3420 1.2600 -2.0017
H 5.2046 6.7705 3.1842
C 1.6870 0.9899 -2.6719
C -0.5315 -0.6864 -4.0719
H -0.1840 -5.7602 -1.8358
H 1.7902 5.7832 1.7583
H -0.2006 -8.9856 0.1195
H -3.5031 -4.3597 -2.1241
I -5.8247 -3.7100 -3.2466
P -3.4432 -0.2170 1.8226
H -1.2075 1.3773 -4.1297
H 8.5745 7.0662 -3.2475
C -3.8974 -3.3829 -2.4080
H -5.5522 -3.4665 -0.3220
H -0.3905 0.4470 2.2089
H 7.8592 7.6259 -4.7540
H 2.6610 0.2987 4.4536
H 0.1236 -7.6748 -3.4533
H 1.5015 1.2288 -3.7202
H 7.7978 4.5652 -2.4832
H -1.7943 0.3744 -5.4355
H 5.3740 4.0606 -1.9944
H -2.0962 -8.7896 -3.2299
H 2.4780 0.2369 -2.6372
H -2.1621 -0.0973 -0.0044
H -3.2902 -2.9927 -3.2255
H 4.5051 6.2292 1.6628
H -1.4216 0.6495 4.4798
H 2.0663 1.8942 -2.1931
H 0.6142 -10.8137 -1.3508
H -4.0941 -3.4982 0.6629
H 3.3088 -1.0277 5.3884
H -1.5831 -7.1722 -0.6872
H -4.7780 0.7885 -0.7745
H -6.3534 1.5053 0.3969
H 0.6422 -1.5900 -2.5165
C 1.5760 4.7760 1.3874
H -0.3866 -10.2348 -2.6774
C -4.6940 -2.8480 0.0022
H -2.8332 -7.2716 -2.7821
O -2.2255 -0.6224 0.8103
C 6.1810 3.7013 -1.3534
H 5.8039 3.6811 -0.3277
H 6.3988 2.6738 -1.6480
H 3.5431 4.4442 0.5798
C -1.5907 0.3789 -4.3614
C 1.3716 -1.4305 4.5585
H 0.2386 -5.1785 -3.4417
C -0.5270 -5.7064 -2.8704
H 0.5331 -8.3208 -1.3187
Nb -5.5728 -1.5402 1.5714
C -6.3686 0.1496 2.9665
C 4.9352 5.8854 2.6057
```

Results
net charge	-1
calculated total energy	-4128.36689	a.u.
molar mass	1000.927	g mol⁻¹

=====

# 9
Here is an isolated molecule of C6H9IS from OMol25. Energies are from ωB97M-V with the def2-TZVPD basis set.

```
17
C6H9IS ωB97M-V with the def2-TZVPD basis set
H -2.3766 2.3503 -0.7811
H -0.7335 2.7970 -0.8746
H 2.1432 -0.2989 -0.6599
C -1.0630 0.7569 -0.1052
S -0.1252 0.0043 -1.3896
I -3.1002 -0.2331 0.1252
H 1.6375 -2.2732 -1.5756
C 1.2184 -0.7409 -0.3380
H 0.3733 -2.6226 -0.5676
H 2.0662 -2.6152 0.0792
C -1.4286 2.1832 -0.3055
C 0.8103 -0.3739 1.0148
C -0.2563 0.4044 1.2132
H 1.4435 -0.6625 1.8319
H -0.4882 0.7840 2.2875
C 1.3089 -2.2194 -0.5452
H -1.4299 2.7596 0.5906
```

Results
calculated total energy	-929.85686	a.u.
molar mass	240.109	g mol⁻¹

=====

# 10
Here is a cluster of 2 separate species, ClH3OSi in total from OMol25. Energies are from ωB97M-V with the def2-TZVPD basis set.

```
6
ClH3OSi ωB97M-V with the def2-TZVPD basis set
H -0.3638 -0.5922 1.2120
Cl 0.9492 2.8545 2.8823
Si 0.1585 0.3135 0.3062
H -0.8999 0.6901 -0.6999
H 1.4574 0.2449 -0.6183
O 1.5238 0.9451 0.8958
```

Results
calculated total energy	-826.54923	a.u.
molar mass	82.562	g mol⁻¹

=====

# 11
Here is an isolated molecule of C4H6F2S from OMol25. Energies are from ωB97M-V with the def2-TZVPD basis set.

```
13
C4H6F2S ωB97M-V with the def2-TZVPD basis set
H -1.9442 0.0342 1.7652
H 2.3288 -0.0242 -1.4149
C -1.5857 -0.2557 0.7571
H -2.4197 -0.9533 -1.2923
F 0.9020 -1.5317 0.0866
C -0.3492 0.4333 0.3773
C 2.0043 0.4234 -0.4884
H 1.9294 1.4799 -0.6320
H 2.8886 0.2392 0.1712
H -1.3060 -1.3244 0.8909
S -2.9357 -0.0480 -0.4162
C 0.7726 -0.2162 0.0034
F -0.2852 1.7434 0.1921
```

Results
calculated total energy	-753.89501	a.u.
molar mass	124.155	g mol⁻¹

=====

# 12
Here is a cluster of 3 separate species, C32H26O8S in total from OMol25. Energies are from ωB97M-V with the def2-TZVPD basis set.

```
67
C32H26O8S ωB97M-V with the def2-TZVPD basis set
H 0.5660 1.8560 1.6860
C -1.7567 1.1970 -1.3904
O 4.3359 -0.7068 2.6812
C -1.5876 -4.1053 -2.1079
H 1.0115 3.5495 1.8997
H -3.2915 -5.3590 -2.4438
C 2.7616 0.5052 4.2590
H 4.4682 -0.5532 -1.0281
H -1.4340 6.1261 -0.1821
C -2.4159 6.0599 -0.6308
C -4.1748 4.7445 -1.6318
H 0.7722 0.4289 3.2888
C 2.5924 -1.5279 -1.3734
O -5.8511 3.3535 -2.5126
C -2.2347 -0.0227 -1.8451
H 3.4657 1.3379 4.1404
C 0.4587 -2.7528 -1.7149
H -5.3440 0.9268 -2.8044
H 4.2758 -4.6734 0.1179
C 4.5132 -2.6071 -0.4000
H 2.2910 -0.7580 2.5774
C -3.5296 -0.1200 -2.3473
C 1.7510 -5.1434 -0.6757
C 3.0683 -0.7271 3.3554
C -0.2702 -4.0443 -1.6617
H 2.9773 -1.6583 3.9293
H -0.7512 1.2701 -0.9984
C -4.3403 1.0040 -2.4088
O 1.4093 2.4192 3.5469
O -0.0940 -1.7449 -2.1177
H -1.5982 -0.8987 -1.8076
H 5.5376 -2.5600 -0.0537
C -3.8587 2.2331 -1.9669
C -3.1911 7.2001 -0.7763
C 3.9100 -1.4767 -0.9438
C -4.9460 5.8931 -1.7813
H -5.0512 8.0115 -1.4831
H -3.9048 -1.0737 -2.6959
C 1.8739 -2.7158 -1.2714
C 1.3279 1.0814 3.9811
C -2.0471 3.6230 -0.9442
C -4.4523 7.1183 -1.3595
C -4.7214 3.4358 -2.0710
H 2.2826 2.3471 1.6334
O 2.2800 -6.1366 -0.2166
H 0.1575 -7.3022 -0.8137
H -2.0781 -3.2121 -2.4707
S 5.6380 -0.4570 3.6881
C -1.6373 -6.4647 -1.6324
H 2.7675 0.1661 5.3059
C 1.3160 2.5218 2.1400
H 5.1400 -0.4487 5.7371
H 2.1242 -0.6459 -1.7898
H -2.8110 8.1562 -0.4397
C 3.8048 -3.7953 -0.3024
C 0.3567 -5.1954 -1.1825
O -0.9383 3.6899 -0.4495
C -2.2685 -5.3129 -2.0927
O 6.7095 -1.2710 3.0679
O 5.2660 -1.1930 5.1448
H 0.7766 1.0909 4.9339
H -5.9285 5.8306 -2.2295
C -2.5681 2.3276 -1.4450
C -0.3297 -6.4063 -1.1741
C 2.4867 -3.8568 -0.7484
H -2.1673 -7.4086 -1.6296
C -2.9006 4.8304 -1.0680
```

Results
calculated total energy	-2235.09788	a.u.
molar mass	570.619	g mol⁻¹

=====

In eV/A, the F_max values for the records above are, in order, 3.9; 0.3; 0.8; 3.7; 7.8; 5.3; 2.2; 1.4; 3.2; 2.3; 3.1; 2.6.